{"formula": "C29H33N2NaO2SSe4Si", "method": "ωB97M-V/def2-TZVPD", "lumo_energy_ev": [2.4, 2.4], "de_lowest_kcal_mol": 1.0, "homo_energy_ev": [0.266, 0.266], "orbital_gap_ev": [2.137, 2.135], "total_charge": -2, "elements": ["C", "N", "H", "H", "C", "C", "H", "H", "H", "C", "O", "H", "H", "C", "H", "C", "C", "Si", "Na", "H", "C", "H", "C", "Se", "Se", "C", "H", "C", "C", "H", "C", "C", "H", "H", "S", "N", "C", "C", "C", "C", "H", "H", "H", "C", "H", "C", "C", "C", "Se", "C", "H", "C", "C", "H", "C", "O", "H", "H", "H", "H", "H", "H", "H", "Se", "C", "H", "H", "H", "H", "C", "H", "C", "H"], "positions_angstrom": [[4.1270, 0.7618, -2.8683], [4.1391, 1.4499, -1.6405], [-4.5324, -0.4177, 3.7483], [-3.8600, 2.9095, -3.5532], [-2.9707, 1.2640, 6.9580], [3.9480, -0.5649, -5.2794], [-1.9460, 1.4660, 7.3695], [-1.7463, 2.8183, 5.1601], [1.3154, 3.7555, -3.8297], [-5.7088, -1.3383, -2.7500], [2.7865, 2.5268, -3.6078], [-6.1750, -1.7047, -3.6919], [-3.2477, -2.0056, -3.2032], [3.2082, 0.6265, -5.0946], [-2.9333, -2.1369, 6.7222], [4.5568, -0.1797, 0.1173], [-0.4289, 2.8133, 3.4618], [-2.8415, 0.0842, 5.5421], [0.0555, -0.9863, 0.4744], [5.2994, 1.8256, 0.0563], [-2.4549, 1.2840, -3.7041], [2.5433, 0.9834, -5.8525], [4.7722, -1.0465, -4.2814], [0.4312, -3.1530, -1.6508], [-4.7162, -4.1360, -0.7728], [-2.1587, -1.5452, 6.1829], [6.2133, 0.2496, 1.3855], [4.9003, -0.3498, -3.0806], [-1.3488, 2.2676, 4.3089], [-1.3140, -1.4684, 6.8200], [-3.7344, 1.8117, -3.5267], [-1.7588, 0.9359, 4.2505], [-5.1297, -0.7543, 5.3763], [4.8319, -3.7728, 1.7562], [-1.7462, -1.5114, 2.7972], [-0.3291, 0.7205, 2.3177], [-4.5231, -0.0331, 4.8067], [-1.1792, 0.1193, 3.1598], [3.7131, -2.4819, 0.4294], [4.7174, -2.7535, 1.3458], [3.6023, 2.3571, -1.7368], [0.8681, 2.2577, 1.8495], [-5.2998, -2.1727, -2.1309], [1.9150, 3.1712, -4.5438], [2.5569, 3.7654, -5.2130], [-2.2647, -0.0963, -3.4990], [-4.6056, -0.3829, -3.0802], [5.4992, -1.7024, 1.7951], [-1.2756, -4.7092, -1.9304], [3.3228, 1.2800, -3.8766], [-5.8010, 1.4540, -3.1531], [3.4263, -1.1654, -0.0638], [-4.8260, 1.0037, -3.2514], [-4.9978, 0.9928, 4.8182], [-3.3452, -0.9216, -3.2781], [2.3038, -0.7840, -0.5411], [1.1523, 2.5084, -5.0799], [-1.6282, 1.9498, -4.0818], [-1.8770, -2.2059, 5.3394], [3.7794, -1.1115, -6.1951], [6.1083, -1.8282, 2.6730], [-1.2679, -0.5405, -3.5666], [-3.5631, 2.1919, 6.7874], [-2.5391, -3.8554, -0.1001], [0.0952, 1.9920, 2.5150], [5.4936, -0.7671, -2.2175], [2.9371, -3.2630, 0.1735], [5.3839, -1.9630, -4.4726], [-0.0705, 3.8448, 3.5944], [5.4820, -0.4840, 1.1207], [-6.5458, -0.9410, -2.1456], [4.6824, 1.0783, -0.4582], [-3.4761, 0.7136, 7.7899]], "mulliken_charge": [-0.19, 0.05, 0.30, 0.27, -1.10, -0.68, 0.27, 0.27, 0.28, -0.72, -0.44, 0.25, 0.36, -0.49, 0.28, 0.70, -0.86, 0.24, 0.72, 0.34, -0.29, 0.39, -0.69, -0.60, -0.82, -0.97, 0.36, -0.20, 0.06, 0.34, -0.30, 0.05, 0.30, 0.36, -0.43, -0.25, -0.93, 0.08, -0.39, -0.35, 0.31, 0.49, -0.17, -0.82, 0.31, -0.23, 0.75, -0.58, -0.38, 1.19, 0.35, 0.81, -0.64, 0.25, -0.55, -0.60, 0.29, 0.20, 0.23, 0.36, 0.39, 0.36, 0.29, -0.03, -0.30, 0.33, 0.15, 0.31, 0.29, -0.81, 0.32, -0.73, 0.27]}